Entry 1:
109
Properties=species:S:1:pos:R:3:forces:R:3 method="wB97M-V/def2-TZVPD" charge=+4 e_above_lowest_kcal_mol=50.3 e_lumo_ev="-10.67 / -12.18" spin_multiplicity=2 e_homo_ev="-16.47 / -16.47" s_squared=0.778 largest_force_ha_per_bohr=0.117
Hf 13.53071 20.35501 17.85775 0.493 1.698 -0.045
C 13.73293 20.84609 22.40576 2.199 1.056 -1.653
C 14.08294 21.62924 21.28990 -2.539 -1.807 -0.299
C 13.11887 21.76550 20.27494 -0.585 0.397 0.226
C 11.88000 21.12067 20.44330 -0.932 0.074 0.334
C 11.60424 20.27879 21.53486 0.449 0.538 -0.435
C 12.56122 20.15210 22.50357 0.063 -0.484 1.619
H 14.49852 20.73611 23.13015 0.384 -0.107 0.909
H 15.02787 21.99239 21.06588 1.741 0.944 0.436
H 13.18460 22.60287 19.54481 0.077 -0.730 0.241
H 10.97811 21.42341 19.91673 0.432 0.031 -0.574
H 10.63873 19.86347 21.72716 -0.551 -0.214 -0.331
H 12.45216 19.60319 23.45611 -0.455 0.095 -0.806
C 11.68567 7.34380 13.25394 1.352 0.390 -1.104
O 10.92752 8.64330 13.11862 1.318 -1.695 0.778
C 11.42725 9.71717 13.61759 0.678 1.412 0.061
C 12.71696 10.06437 14.19713 0.827 -5.753 -0.513
C 13.00411 11.33762 14.54597 4.086 -3.054 1.198
C 12.07619 12.25698 14.60049 -2.654 3.307 -0.588
C 10.75115 11.97444 14.01902 2.923 2.129 2.400
C 10.51754 10.79731 13.50749 2.871 -0.173 1.389
C 12.43168 13.60102 15.14784 -1.639 -0.321 -0.319
N 13.52643 14.28584 15.06941 0.464 -0.475 0.035
C 13.25514 15.45762 15.73113 1.140 -0.484 -1.073
C 11.96055 15.51820 16.16510 1.405 -1.194 -0.427
N 11.40888 14.31083 15.76696 -0.391 -0.508 0.926
C 11.54019 16.62705 16.89910 -2.227 -0.106 1.062
C 10.21938 16.64839 17.45832 1.335 -0.361 -0.342
C 9.86317 17.76036 18.14907 0.509 0.386 -0.403
C 10.77999 18.80839 18.24612 -1.082 0.916 -0.216
N 11.96711 18.83980 17.67898 0.419 -1.143 0.546
C 12.39170 17.70295 17.08203 2.068 -0.258 -1.736
C 13.78719 17.65863 16.49969 -1.838 -0.577 0.260
N 14.57389 18.74343 16.58427 -1.900 1.409 1.339
C 15.78480 18.76063 16.11963 1.038 -0.559 0.095
C 16.30427 17.55169 15.61356 2.577 1.059 -0.238
C 15.58778 16.41358 15.54919 -0.812 -0.870 -1.234
C 14.22424 16.49539 15.87663 -0.453 0.079 0.802
H 11.54227 6.90469 14.24614 0.456 0.766 0.132
H 12.74885 7.54906 12.85669 -1.618 -0.499 1.129
H 11.24769 6.59807 12.60196 -0.430 0.490 -0.495
H 13.43611 9.10323 14.39188 -1.482 2.928 -0.481
H 13.98512 11.44023 15.01125 -0.159 0.515 -0.288
H 10.14187 12.80514 14.17985 -1.728 0.820 -0.754
H 9.74256 10.53309 12.99736 -5.249 -1.028 -2.771
H 10.80622 13.72215 16.35331 -0.266 0.814 -0.378
H 9.63078 15.73958 17.32601 -0.308 0.583 0.067
H 8.89228 17.98591 18.48982 -1.016 -0.242 0.653
H 10.44313 19.73215 18.68184 -0.014 0.139 0.229
H 16.34665 19.69452 16.30614 -0.105 -0.818 -0.637
H 17.35641 17.50888 15.28768 -0.588 0.239 0.205
H 16.00472 15.50155 15.09147 -0.259 0.480 0.473
Se 20.29412 17.94716 20.79122 0.231 -0.275 -0.238
N 18.62037 17.45036 21.05748 0.759 0.227 0.604
C 17.87691 18.38482 20.51259 -1.222 -2.423 0.519
C 16.43561 18.15489 20.42580 2.824 0.238 -0.147
C 15.88456 17.05423 21.03464 -0.009 -0.966 1.196
C 14.51824 16.98970 20.93497 0.333 0.009 -0.597
C 13.84630 17.92190 20.16780 0.435 1.515 -1.103
N 14.41540 18.94362 19.47535 0.321 -1.432 0.725
C 15.77377 18.99888 19.59495 -1.682 2.399 -0.604
C 16.42959 20.19091 18.98444 -1.651 0.438 -0.448
N 15.60329 21.14252 18.35832 1.241 -1.644 1.390
C 16.16534 22.29855 17.98093 -2.531 1.562 -0.889
C 17.49626 22.56322 17.92125 2.528 -3.486 1.570
C 18.34222 21.53377 18.49700 -0.805 1.551 0.240
C 17.78275 20.39805 19.12794 -0.176 0.825 -1.146
C 18.50970 19.37791 19.82568 3.124 1.543 -1.039
N 19.85940 19.32627 19.78509 -1.351 0.158 0.623
H 16.55168 16.32538 21.60405 -1.148 1.115 -0.839
H 13.96498 16.19066 21.32989 -0.676 -0.859 0.703
H 12.80429 17.89985 20.02245 -1.207 -0.380 0.225
H 15.41497 23.10663 17.74248 0.861 -0.912 -0.210
H 17.98730 23.38552 17.47030 -0.135 1.004 -0.145
H 19.41052 21.71885 18.64467 -0.263 -0.174 -0.435
C 12.38335 26.68346 16.06492 1.269 0.107 -0.348
C 11.60405 25.95862 15.19360 0.229 -0.380 -0.155
C 11.43344 24.58967 15.37196 -1.101 0.408 0.188
C 11.97625 23.98582 16.49149 0.939 0.750 0.811
C 12.73993 24.76127 17.41584 -1.272 -0.872 -1.790
C 12.96269 26.08542 17.18002 -0.777 0.106 0.178
Ge 11.72706 22.14696 16.85613 1.742 -0.831 -0.795
C 12.81746 21.16693 15.29337 -0.938 -0.248 1.940
C 14.09894 21.70910 15.06974 -0.653 0.415 -0.579
C 14.93881 21.13986 14.15020 0.158 -0.350 -0.893
C 14.60025 19.93590 13.50337 -0.889 1.800 1.301
C 13.33138 19.41283 13.69105 0.289 -0.557 1.051
C 12.45472 19.98248 14.63863 0.574 -0.168 -0.353
C 9.92991 21.63262 16.89767 -3.109 -0.824 0.588
C 9.29887 20.87991 15.85670 1.968 1.039 1.941
C 7.98007 20.54384 15.94444 -0.743 -0.517 -0.556
C 7.22795 20.97159 17.00814 -0.352 0.214 0.497
C 7.77598 21.68273 18.04782 -0.570 0.541 1.020
C 9.10466 21.98062 18.02752 2.345 0.759 -0.296
H 12.75178 27.65221 15.77440 -0.595 0.573 0.216
H 11.14959 26.42353 14.34096 -0.065 0.269 -0.260
H 10.70739 24.10652 14.70819 0.570 -0.245 0.180
H 13.06418 24.31088 18.30969 0.528 -0.461 1.051
H 13.42553 26.63766 17.96525 0.635 0.640 0.045
H 14.33196 22.73088 15.32354 -0.073 0.208 0.741
H 15.78596 21.72645 13.80999 0.315 -0.377 0.203
H 15.34074 19.54916 12.88504 0.778 -1.021 -1.318
H 13.11621 18.44269 13.27132 -0.358 0.023 -0.402
H 11.50575 19.47730 14.86110 0.478 0.271 -0.218
H 9.99162 20.54022 15.12533 -0.313 -0.164 -1.052
H 7.48749 19.95325 15.18773 0.084 -0.032 -0.249
H 6.19111 20.78554 17.08382 -0.991 -0.420 -0.302
H 7.17649 22.07024 18.89478 0.226 -0.519 -0.696
H 9.50108 22.55482 18.90606 -0.151 -0.408 -1.047

Entry 2:
49
Properties=species:S:1:pos:R:3:forces:R:3 method="wB97M-V/def2-TZVPD" charge=-1 e_above_lowest_kcal_mol=21.6 e_lumo_ev="2.39 / 0.36" spin_multiplicity=6 e_homo_ev="-4.41 / -4.75" s_squared=8.797 largest_force_ha_per_bohr=0.055
Ir 0.67040 1.22089 -0.25475 -2.010 -0.271 -0.863
Se -0.91700 0.51479 4.87371 0.303 0.074 0.067
Sb 0.56196 1.94965 3.58561 -0.543 0.141 -0.124
Se 1.83595 0.81076 1.60909 1.859 -0.910 1.889
Se -0.64722 2.51606 1.02917 -1.101 1.088 0.280
Se 2.64180 1.74755 5.02816 0.223 -0.090 0.384
N 7.32086 -2.94577 0.14356 -0.084 -0.095 0.090
C 6.25012 -2.23202 -0.36064 -0.144 0.050 0.055
C 5.51039 -2.73321 -1.43717 0.026 0.048 0.020
C 4.41715 -2.04175 -1.91813 0.102 0.090 0.019
C 4.03718 -0.84492 -1.32193 -0.263 0.004 -0.159
C 4.75322 -0.34546 -0.24468 0.048 0.105 0.105
C 5.85402 -1.03113 0.23312 0.013 -0.107 -0.087
S 2.68390 0.09351 -1.98682 0.512 -0.432 -0.706
O 2.78808 0.14875 -3.41633 0.254 -0.275 -0.076
O 2.77092 1.38529 -1.30188 0.188 -0.113 -0.029
N 1.23753 -0.49053 -1.52027 1.308 0.407 0.002
C 0.71219 -1.52592 -2.22612 -0.645 -0.526 -0.267
N 1.53852 -2.39952 -2.82960 0.094 0.145 0.136
C 0.99904 -3.38113 -3.52638 -0.051 -0.011 -0.010
C -0.36944 -3.55753 -3.65714 0.059 -0.101 -0.078
C -1.14442 -2.63711 -2.98034 0.174 0.189 0.144
N -0.62746 -1.64204 -2.27696 -0.193 0.361 0.290
H 7.71726 -3.65781 -0.44190 0.099 0.037 -0.006
H 7.96154 -2.45954 0.74373 0.072 -0.006 -0.046
H 5.80173 -3.67357 -1.89101 0.004 0.006 -0.022
H 3.83466 -2.40699 -2.74692 0.041 -0.074 -0.075
H 4.46080 0.58519 0.22108 -0.036 -0.012 -0.065
H 6.40810 -0.63635 1.07611 0.007 -0.008 0.011
H 1.70242 -4.06684 -3.99166 -0.047 -0.006 -0.041
H -0.79862 -4.35810 -4.23970 0.010 -0.032 0.004
H -2.22966 -2.67837 -2.99512 -0.005 -0.095 -0.059
C -5.32328 0.00367 0.49595 -0.008 0.089 0.053
C -4.13257 -0.46991 1.23923 0.211 -0.122 -0.305
N -4.10337 -0.93786 2.44229 -0.323 0.027 0.405
N -2.80820 -1.27618 2.65718 0.058 0.119 -0.469
C -2.00764 -1.00472 1.60985 -0.014 -0.116 -0.115
S -0.37794 -1.37560 1.44207 -0.143 0.164 -0.300
N -2.87420 -0.49308 0.68157 -0.159 -0.169 0.892
N -2.49075 0.05523 -0.50946 0.197 -0.272 -1.212
H -6.22399 -0.34024 0.99780 0.026 0.007 0.026
H -5.30553 -0.38137 -0.52428 -0.051 -0.004 -0.003
H -5.34216 1.09389 0.44717 -0.009 0.005 -0.036
H -2.46931 -1.45686 3.58688 0.108 -0.032 0.090
H -2.22070 -0.66595 -1.19913 0.123 0.462 0.423
H -3.20620 0.67997 -0.86673 0.217 0.063 0.054
Se 0.23554 2.49208 -2.36393 0.392 0.174 -0.368
C -1.54477 2.79724 -2.27621 -1.077 -0.028 0.065
N -2.69816 2.90345 -2.24430 0.178 0.052 0.016